[1]
{"formula": "C5H15N2PS", "method": "ωB97M-V/def2-TZVPD", "fmax_ev_per_a": 3.55, "total_energy_ha": -1048.47446, "gap_ha": 0.3397, "lumo_energy_ev": 0.92, "total_charge": 0, "elements": ["C", "S", "P", "N", "C", "C", "H", "H", "H", "H", "H", "H", "H", "H", "H", "H", "C", "N", "C", "H", "H", "H", "H", "H"], "coordinates": [[3.18688, -0.80525, 1.90924], [1.46550, -1.36073, 1.68300], [1.00046, -0.14512, 0.00849], [0.38137, 1.29589, 0.51255], [-0.98375, 1.46553, 1.05877], [1.12354, 2.51366, 0.03199], [3.83937, -1.30535, 1.21388], [3.53732, -1.17066, 2.94810], [3.39185, 0.22356, 1.86311], [-0.31709, -0.93566, -0.26348], [-1.76158, 0.85643, 0.55415], [-0.79958, 1.03224, 2.15536], [-1.26148, 2.53061, 1.21789], [0.93546, 3.36093, 0.71336], [2.16946, 2.23537, -0.06095], [0.75502, 2.79978, -1.01507], [-2.51208, -2.55453, -1.09005], [-2.67800, -1.34591, -1.35503], [-1.81200, -0.79707, -2.33697], [-1.78032, -3.08058, -1.69449], [-3.03804, -3.02137, -0.32557], [-1.27937, 0.00885, -1.87585], [-1.09599, -1.57140, -2.82227], [-2.46692, -0.22923, -3.03019]], "lowdin_charge": [-0.5202, 0.4178, 0.5716, -0.5895, -0.1366, -0.1475, 0.0096, 0.0564, -0.0068, -0.0501, 0.0577, 0.1048, 0.0761, 0.0749, 0.0408, 0.0890, -0.0739, -0.1025, -0.2014, 0.0681, 0.0489, 0.0179, 0.1088, 0.0860]}


[2]
{"formula": "C4H11N2O", "method": "ωB97M-V/def2-TZVPD", "fmax_ev_per_a": 0.90, "total_energy_ha": -343.72245, "gap_ha": 0.2586, "lumo_energy_ev": 4.28, "total_charge": -1, "elements": ["C", "O", "C", "H", "H", "H", "H", "H", "C", "C", "N", "N", "H", "H", "H", "H", "H", "H"], "coordinates": [[2.15812, 0.34803, -1.08540], [0.91301, 0.53519, -1.64763], [2.17292, -0.79051, -0.04676], [2.48871, 1.26629, -0.55467], [2.91151, 0.14801, -1.86306], [3.18583, -1.18511, 0.10636], [1.55233, -1.57157, -0.50073], [1.74060, -0.53956, 0.92018], [-1.30506, 0.68607, 0.78201], [-2.23395, -0.15376, 0.29480], [-2.83306, -1.21724, 1.06547], [-0.57711, 1.58801, 0.04934], [-1.13002, 0.67745, 1.86986], [-2.42797, -0.08340, -0.77672], [-2.53313, -2.13841, 0.76902], [-3.83517, -1.17062, 0.93531], [0.21069, 1.14124, -0.86598], [-0.45825, 2.45989, 0.54862]], "lowdin_charge": [-0.4609, -0.2710, -0.1237, 0.0847, 0.0789, 0.0449, 0.0602, 0.0490, -0.3314, -0.2759, -0.0502, -0.0620, 0.0851, 0.0816, 0.0363, 0.0314, 0.0067, 0.0162]}


no.,HOMO level (eV)
1,-8.325
2,-2.761